#a
Computed, not measured: a cluster of 2 separate species, C4H7N in total, with ωB97M-V with the def2-TZVPD basis set.

## Properties
HOMO-LUMO gap (eV): 8.965
Net charge: 0
Lowest unoccupied orbital energy (eV): 0.582
2S+1: 1

The geometry in XYZ format:
```
12
Properties=species:S:1:pos:R:3:nbo_charge:R:1
C 1.6104 0.5228 1.1972 -0.32
C -1.2993 -0.2516 -2.1595 -0.12
C 0.3136 0.7838 1.1688 -0.25
C -0.6694 -0.0404 0.5567 -0.25
N -0.6276 0.4157 -1.3930 -0.37
H 2.4583 1.0864 1.7316 0.20
H 1.9717 -0.2756 0.7096 0.18
H -1.0737 -0.1504 -3.2013 0.16
H -2.1646 -0.9933 -2.1015 0.14
H -0.1402 1.6780 1.8206 0.21
H -0.4160 -1.1913 0.3915 0.21
H -1.6856 0.1037 0.8568 0.21
```

=====

#b
Computed, not measured: a cluster of 2 separate species, C4H7N in total, with ωB97M-V with the def2-TZVPD basis set.

## Properties
HOMO-LUMO gap (alpha / beta) (eV): 8.914 / 8.914
Net charge: 0
SMILES: C1C2=N[C@H]12.C
Lowest unoccupied orbital energy (alpha / beta) (eV): 0.203 / 0.203
2S+1: 1

The geometry in XYZ format:
```
12
Properties=species:S:1:pos:R:3:nbo_charge:R:1
C -2.3656 0.2838 -0.3666 -0.04
C -1.1344 -0.4943 -0.7733 -0.47
C -0.8416 0.5761 0.2069 0.14
C 2.2314 0.6711 -0.3171 -0.86
N -1.9013 0.6597 0.9417 -0.29
H -2.9078 0.9799 -0.9441 0.19
H -1.1035 -1.4575 -0.4293 0.25
H -0.5985 -0.3222 -1.7054 0.23
H 2.2494 1.4934 0.3219 0.22
H 1.8346 -0.1523 0.4023 0.22
H 3.2713 0.5314 -0.6816 0.21
H 1.7262 0.7226 -1.3873 0.21
```

=====

#c
Computed, not measured: an isolated molecule of C4H7N, with ωB97M-V with the def2-TZVPD basis set.

## Properties
HOMO-LUMO gap (eV): 10.044
Net charge: 0
SMILES: C#CCCN
Lowest unoccupied orbital energy (eV): 1.036
2S+1: 1

The geometry in XYZ format:
```
12
Properties=species:S:1:pos:R:3:nbo_charge:R:1
C -0.9969 0.2326 0.4371 -0.20
C 0.0243 1.0848 -0.2906 -0.49
C 1.1649 0.2195 0.0819 0.00
C 2.1949 -0.4507 0.0297 -0.29
H -1.5979 -1.2050 -0.9529 0.36
H -0.0711 -1.5918 -0.2750 0.38
H -0.7483 0.1363 1.5079 0.19
H -1.9176 0.6331 0.4110 0.19
H -0.0231 1.0234 -1.3469 0.23
H -0.0114 2.1163 0.0789 0.23
H 3.0309 -1.0950 0.4311 0.25
N -1.0487 -1.1036 -0.1121 -0.86
```

=====

#d
Computed, not measured: a structure of composition C4H7N, with ωB97M-V with the def2-TZVPD basis set.

## Properties
HOMO-LUMO gap (eV): 5.973
Net charge: 0
Lowest unoccupied orbital energy (eV): -0.952
2S+1: 1

The geometry in XYZ format:
```
12
Properties=species:S:1:pos:R:3:nbo_charge:R:1
C -1.7686 0.8792 0.1237 -0.64
C -0.4212 0.1285 -0.0694 0.00
C 0.0187 -0.8876 -0.8277 -0.09
C 2.0381 -0.2067 0.4669 -0.41
N 0.6910 0.3201 0.5862 -0.25
H -2.4069 0.3091 0.9447 0.22
H -1.6826 1.8201 0.6507 0.23
H -2.3072 0.9676 -0.9693 0.23
H 0.7003 -0.6561 -1.6709 0.19
H 0.2689 -1.7549 -0.3292 0.17
H 2.2257 -0.9893 -0.2026 0.16
H 2.6439 0.0699 1.2967 0.19
```

=====

Stability, lowest: #d

=====

#a
Computed, not measured: a cluster of 6 separate species, H11O6 in total, with ωB97M-V with the def2-TZVPD basis set.

## Properties
HOMO-LUMO gap (eV): 9.154
Net charge: -1
Lowest unoccupied orbital energy (eV): 3.853
2S+1: 1

The geometry in XYZ format:
```
17
Properties=species:S:1:pos:R:3:nbo_charge:R:1
O 2.6730 0.5976 -0.7605 -1.04
H 2.5928 1.5318 -0.5231 0.44
O 2.4327 -0.8646 1.6111 -0.98
H 1.4791 -0.7603 1.5022 0.47
H 2.7747 -0.0598 1.1228 0.50
O 0.1881 0.5370 -1.1710 -1.25
H 0.2929 0.3171 -2.1003 0.42
H 1.6243 0.4735 -0.7530 0.51
O -1.8238 -0.4533 0.5187 -0.99
H -1.8913 0.2593 -0.1174 0.51
H -1.0243 -0.9036 0.1543 0.50
O -2.1822 1.2125 -2.4448 -1.00
H -1.8958 1.8229 -3.1674 0.45
H -1.2831 0.9175 -2.0861 0.50
O -1.3145 -1.2997 3.0700 -0.98
H -1.0418 -2.2243 3.0158 0.45
H -1.6008 -1.1036 2.1286 0.50
```

=====

#b
Computed, not measured: a cluster of 6 separate species, H11O6 in total, with ωB97M-V with the def2-TZVPD basis set.

## Properties
HOMO-LUMO gap (eV): 7.324
Net charge: -1
Lowest unoccupied orbital energy (eV): 3.239
2S+1: 1

The geometry in XYZ format:
```
17
Properties=species:S:1:pos:R:3:nbo_charge:R:1
O -0.7218 -0.4559 -0.8072 -1.34
H -0.9228 0.3668 -0.3102 0.38
O 2.1653 0.1995 -1.7453 -0.98
H 1.2048 0.2126 -1.7759 0.51
H 2.2841 -0.7738 -1.5701 0.47
O -0.4406 0.9681 2.0426 -0.94
H -0.2309 0.9794 1.0926 0.48
H 0.2744 1.5487 2.3851 0.45
O 1.5777 -2.1236 0.5465 -0.98
H 0.9357 -1.6653 0.0222 0.51
H 1.0364 -2.6443 1.1309 0.46
O -0.0234 4.2431 -0.4537 -0.92
H -0.6936 4.6820 0.2024 0.46
H -0.5995 3.7231 -0.9405 0.47
O -1.7640 -3.3503 0.2858 -0.98
H -1.3953 -2.5506 -0.0792 0.52
H -2.6864 -3.3598 -0.0260 0.46
```

=====

Stability, lowest: #b